Density functional theory data (ωB97M-V/def2-TZVPD) for C3H2ClN in the gas phase at a distorted geometry.

Last column: Mulliken charge in e.
Cartesian coordinates (Å):
1 C 0.199 -0.989 -0.013  -0.1673
2 C 0.495 0.314 0.015  -0.2889
3 C -0.461 1.337 0.019  0.2573
4 N -1.360 2.052 -0.007  -0.3274
5 Cl -1.403 -1.678 -0.034  -0.1239
6 H 1.014 -1.702 -0.028  0.3463
7 H 1.516 0.665 0.049  0.3039

Properties
**Lowest unoccupied orbital energy**: 0.075 eV
**M**: 87.51 g mol⁻¹
**Net charge**: 0
**Kohn-Sham gap**: 10.390 eV
**Calculated total energy**: -17154.76906 eV
**Energy relative to the best compared isomer or geometry (same formula, charge and spin)**: 1.7 kcal per mole
**E_HOMO**: -10.3 eV
**SMILES string**: N#C/C=C\Cl



Density functional theory data (ωB97M-V/def2-TZVPD) for C4H7NO2 in the gas phase.

Last column: Mulliken charge in e.
Cartesian coordinates (Å):
1 N 1.294 1.062 0.632  -0.3026
2 C 0.761 0.055 1.372  0.4485
3 O 0.876 -0.036 2.579  -0.6372
4 C -0.039 -0.947 0.552  -0.5148
5 C -1.087 -0.298 -0.372  -0.5820
6 C -0.662 0.134 -1.733  0.1145
7 O 0.463 0.451 -2.048  -0.5427
8 H 1.869 1.744 1.099  0.1991
9 H 1.278 1.011 -0.379  0.2281
10 H -0.527 -1.610 1.271  0.2889
11 H 0.662 -1.574 -0.021  0.3063
12 H -1.952 -0.967 -0.477  0.3473
13 H -1.423 0.715 -0.046  0.3131
14 H -1.514 0.263 -2.431  0.3336

Properties
**Lowest unoccupied orbital energy**: 0.670 eV
**M**: 101.10 g mol⁻¹
**Net charge**: 0
**Kohn-Sham gap**: 10.353 eV
**Calculated total energy**: -9846.78489 eV
**Energy relative to the best compared isomer or geometry (same formula, charge and spin)**: 11.4 kcal per mole
**E_HOMO**: -9.7 eV
**SMILES string**: NC(=O)CCC=O



Density functional theory data (ωB97M-V/def2-TZVPD) for 8 unconnected molecules or ions with the total composition C32H80O16 at a distorted geometry.

Last column: Mulliken charge in e.
Cartesian coordinates (Å):
1 C 5.047 -8.147 -0.991  -0.8176
2 O 3.768 -7.540 -1.205  -0.3677
3 C 3.507 -6.502 -2.109  -0.5343
4 C 2.029 -6.176 -1.942  -0.4247
5 O 1.817 -5.689 -0.636  -0.3717
6 C 0.386 -5.519 -0.484  -0.9391
7 H 5.933 -7.563 -1.240  0.3247
8 H 5.257 -9.067 -1.536  0.2876
9 H 5.135 -8.494 0.038  0.2806
10 H 3.919 -6.741 -3.090  0.3726
11 H 4.131 -5.683 -1.751  0.3251
12 H 1.465 -7.078 -2.179  0.4172
13 H 1.843 -5.372 -2.653  0.3535
14 H -0.153 -6.434 -0.242  0.4734
15 H -0.169 -5.106 -1.326  0.3679
16 H 0.114 -4.945 0.402  0.2460
17 C -7.503 8.674 -1.514  -0.7272
18 O -6.748 7.624 -0.800  -0.3129
19 C -5.626 7.145 -1.561  -0.4939
20 C -4.844 6.064 -0.675  -0.4347
21 O -4.137 5.196 -1.533  -0.3486
22 C -3.637 4.075 -0.916  -0.9184
23 H -6.993 9.570 -1.867  0.3047
24 H -8.282 8.972 -0.812  0.2462
25 H -7.924 8.257 -2.429  0.3074
26 H -5.013 7.997 -1.854  0.3108
27 H -5.787 6.690 -2.538  0.3410
28 H -5.561 5.508 -0.072  0.3394
29 H -4.171 6.540 0.038  0.2910
30 H -3.111 3.467 -1.653  0.2757
31 H -4.320 3.361 -0.457  0.4015
32 H -2.773 4.399 -0.337  0.3993
33 C 4.923 -5.778 -6.202  -0.5371
34 O 4.466 -5.499 -7.540  -0.4335
35 C 4.626 -4.065 -7.845  -0.6303
36 C 3.560 -3.201 -7.048  -0.5634
37 O 4.119 -2.964 -5.732  -0.3294
38 C 3.512 -1.737 -5.285  -0.9230
39 H 4.119 -5.499 -5.521  0.1636
40 H 5.878 -5.273 -6.060  0.3073
41 H 5.135 -6.848 -6.200  0.2763
42 H 4.499 -3.926 -8.918  0.3811
43 H 5.587 -3.595 -7.638  0.3138
44 H 2.622 -3.740 -6.918  0.3382
45 H 3.298 -2.351 -7.678  0.5448
46 H 3.945 -1.442 -4.329  0.2705
47 H 2.423 -1.772 -5.246  0.3732
48 H 3.652 -0.997 -6.073  0.4540
49 C 4.309 1.391 4.644  -0.6923
50 O 4.076 0.348 3.695  -0.3266
51 C 3.686 -0.945 4.185  -0.8100
52 C 2.175 -1.055 4.315  0.1848
53 O 1.602 -0.236 5.279  -0.3696
54 C 0.207 -0.491 5.430  -0.5315
55 H 5.333 1.344 5.013  0.2728
56 H 3.690 1.341 5.540  0.2872
57 H 4.109 2.347 4.159  0.2402
58 H 4.202 -1.231 5.102  0.3967
59 H 4.174 -1.577 3.442  0.3236
60 H 1.988 -2.120 4.454  0.3780
61 H 1.832 -0.706 3.341  -0.0427
62 H 0.071 -1.385 6.038  0.3227
63 H -0.329 -0.520 4.481  0.1687
64 H -0.313 0.268 6.014  0.1841
65 C -2.319 -3.443 0.300  -0.4151
66 O -3.327 -2.373 0.217  -0.4177
67 C -4.079 -2.016 1.358  -0.5885
68 C -3.360 -1.137 2.281  -0.1033
69 O -2.319 -1.796 2.911  -0.0793
70 C -2.649 -2.877 3.897  -0.8469
71 H -2.347 -4.032 -0.617  0.3199
72 H -2.464 -4.112 1.148  0.2582
73 H -1.328 -3.008 0.428  0.0527
74 H -4.435 -2.924 1.845  0.3643
75 H -4.936 -1.558 0.865  0.3666
76 H -4.085 -0.743 2.994  0.3334
77 H -2.874 -0.249 1.876  -0.0132
78 H -3.602 -2.794 4.420  0.3864
79 H -1.975 -2.896 4.753  0.1582
80 H -2.596 -3.802 3.323  0.2646
81 C -2.088 3.408 8.211  -0.5876
82 O -3.092 4.215 7.716  -0.3591
83 C -4.274 3.451 7.202  -0.4161
84 C -4.635 3.893 5.810  -0.5433
85 O -3.910 3.294 4.715  -0.3149
86 C -2.660 3.943 4.436  -0.5335
87 H -1.695 2.706 7.476  0.1472
88 H -2.341 2.802 9.081  0.3449
89 H -1.258 4.025 8.555  0.2621
90 H -5.183 3.725 7.739  0.3322
91 H -4.079 2.382 7.280  0.3249
92 H -4.653 4.978 5.713  0.3361
93 H -5.649 3.558 5.591  0.3566
94 H -1.972 3.406 3.782  0.0953
95 H -2.184 4.324 5.340  0.3012
96 H -2.833 4.725 3.697  0.2672
97 C -0.784 2.072 0.822  -0.5232
98 O 0.434 1.417 0.550  -0.5032
99 C 0.393 0.048 0.231  -0.1719
100 C 1.685 -0.688 -0.220  -0.6824
101 O 1.391 -1.745 -1.163  -0.3776
102 C 2.496 -2.560 -1.432  -0.5767
103 H -1.519 1.890 0.038  0.3145
104 H -0.600 3.146 0.852  0.3211
105 H -1.192 1.788 1.792  0.1149
106 H -0.256 0.015 -0.643  0.6250
107 H -0.122 -0.556 0.979  -0.0600
108 H 2.238 -1.159 0.593  0.3417
109 H 2.394 -0.027 -0.718  0.3683
110 H 2.263 -3.171 -2.304  -0.0045
111 H 2.823 -3.171 -0.590  0.3837
112 H 3.256 -1.998 -1.974  0.3400
113 C 3.031 4.215 -4.149  -0.7510
114 O 1.824 4.073 -4.809  -0.3780
115 C 0.620 4.358 -4.091  -0.5707
116 C 0.189 3.224 -3.117  0.1175
117 O -0.135 1.927 -3.745  -0.3949
118 C 1.009 1.075 -4.078  -0.3736
119 H 3.511 5.193 -4.154  0.3274
120 H 3.669 3.589 -4.773  0.2586
121 H 3.099 3.577 -3.267  0.3050
122 H -0.149 4.485 -4.853  0.2849
123 H 0.737 5.374 -3.715  0.3932
124 H -0.757 3.527 -2.666  -0.0392
125 H 0.934 3.085 -2.334  0.2410
126 H 1.890 1.611 -4.431  0.3051
127 H 0.735 0.255 -4.743  0.2490
128 H 1.318 0.490 -3.212  0.0952

Properties
**Lowest unoccupied orbital energy**: 0.584 eV
**M**: 720.98 g mol⁻¹
**Net charge**: 0
**Kohn-Sham gap**: 9.925 eV
**Calculated total energy**: -67226.60946 eV
**Energy relative to the best compared isomer or geometry (same formula, charge and spin)**: 108.6 kcal per mole
**E_HOMO**: -9.3 eV
**SMILES string**: COCCOC.COCCOC.COCCOC.COCCOC.COCCOC.COCCOC.COCCOC.COCCOC



Density functional theory data (ωB97M-V/def2-TZVPD) for C6H12O in the gas phase.

Last column: Mulliken charge in e.
Cartesian coordinates (Å):
1 C -0.034 2.271 -0.036  -1.6305
2 C -0.248 0.772 -0.267  0.6300
3 C -0.118 0.416 -1.748  -1.3888
4 C 0.742 0.017 0.597  -0.2080
5 O 0.332 -0.240 1.937  -0.5000
6 C 0.586 -1.357 1.090  0.1341
7 C -0.562 -2.276 0.761  -1.2970
8 H -0.782 2.871 -0.564  0.4073
9 H -0.086 2.513 1.031  0.3680
10 H 0.957 2.574 -0.401  0.3561
11 H -1.254 0.506 0.080  0.2276
12 H 0.896 0.614 -2.117  0.3443
13 H -0.810 1.020 -2.348  0.4014
14 H -0.345 -0.640 -1.934  0.3231
15 H 1.768 0.392 0.518  0.4321
16 H 1.508 -1.880 1.356  0.4351
17 H -1.369 -1.767 0.226  0.3234
18 H -0.977 -2.702 1.680  0.3367
19 H -0.204 -3.104 0.140  0.3050

Properties
**Lowest unoccupied orbital energy**: 1.118 eV
**M**: 100.16 g mol⁻¹
**Net charge**: 0
**Kohn-Sham gap**: 11.123 eV
**Calculated total energy**: -8463.22875 eV
**Energy relative to the best compared isomer or geometry (same formula, charge and spin)**: 25.9 kcal per mole
**E_HOMO**: -10.0 eV
**SMILES string**: CC(C)[C@H]1O[C@H]1C



Density functional theory data (ωB97M-V/def2-TZVPD) for 3 unconnected molecules or ions with the total composition C30H59Br2N2O18P2Si at a distorted geometry.

Last column: Mulliken charge in e.
Cartesian coordinates (Å):
1 C 0.032 4.024 6.332  -1.4249
2 C -0.824 3.782 5.105  0.3352
3 O -1.906 2.949 5.495  -0.3664
4 C -2.686 2.290 4.551  -1.7539
5 N -1.950 1.797 3.344  1.3457
6 C -1.872 2.633 2.270  0.1219
7 C -2.502 3.986 2.345  -2.0380
8 C -3.876 3.974 1.682  -0.7903
9 O -4.756 3.226 2.495  -0.0297
10 Si -6.327 2.985 1.939  0.5197
11 C -7.049 1.698 3.076  -1.0526
12 C -6.369 2.281 0.213  -1.1634
13 C -7.359 4.530 2.115  -1.2044
14 C -1.202 2.240 1.100  1.2107
15 P -0.934 3.335 -0.335  1.1625
16 O 0.480 3.750 -0.312  -0.8060
17 O -1.340 2.515 -1.599  -0.5367
18 O -1.912 4.575 -0.289  -0.4754
19 C -0.641 0.939 1.056  0.8472
20 C 0.044 0.367 -0.172  -0.8533
21 O -0.593 -0.239 -0.952  -0.4343
22 O 1.370 0.583 -0.270  -0.0846
23 P 2.069 0.625 -1.764  0.7838
24 O 3.508 0.748 -1.586  -0.6908
25 O 1.481 1.870 -2.536  -0.4895
26 O 1.603 -0.632 -2.570  -0.3815
27 C -0.763 0.091 2.165  0.4739
28 C -0.184 -1.291 2.114  -0.7446
29 O 1.139 -1.137 2.638  -0.2854
30 N 2.089 -2.140 2.115  0.2013
31 O 1.875 -3.184 2.541  -0.2118
32 C -1.418 0.542 3.319  0.0960
33 C -1.557 -0.410 4.476  -1.1658
34 Br -0.750 0.297 6.088  0.0934
35 C -3.005 -1.026 4.583  -0.2075
36 C -3.948 -0.610 3.470  -1.0477
37 Br -3.905 -0.781 6.275  -0.0293
38 H -0.589 4.110 7.212  0.3480
39 H 0.625 4.920 6.192  0.4085
40 H 0.726 3.200 6.459  0.2851
41 H -0.194 3.323 4.343  0.1148
42 H -1.163 4.747 4.736  0.2700
43 H -3.122 1.435 5.046  0.3781
44 H -3.514 2.894 4.223  1.0212
45 H -2.648 4.315 3.362  0.3570
46 H -1.853 4.717 1.892  0.8419
47 H -3.809 3.512 0.699  0.3796
48 H -4.209 4.998 1.523  0.5524
49 H -8.068 1.474 2.780  0.4113
50 H -6.442 0.800 3.075  0.2149
51 H -7.094 2.098 4.085  0.3504
52 H -7.404 2.169 -0.089  0.4395
53 H -5.963 1.272 0.258  0.2804
54 H -5.811 2.832 -0.536  0.3797
55 H -7.888 4.452 3.060  0.3234
56 H -6.772 5.442 2.172  0.3046
57 H -8.105 4.604 1.332  0.3691
58 H -0.632 2.595 -2.266  0.3991
59 H -1.390 5.358 -0.518  0.3917
60 H 1.866 2.662 -2.122  0.3113
61 H 2.119 -0.693 -3.388  0.3336
62 H -0.738 -1.996 2.719  0.4762
63 H -0.182 -1.723 1.116  -0.0929
64 H -0.915 -1.251 4.321  0.5397
65 H -2.884 -2.096 4.503  0.6228
66 H -4.787 -1.296 3.484  0.6156
67 H -3.489 -0.725 2.492  0.2345
68 H -4.366 0.381 3.600  0.0295
69 C -2.904 -7.041 -2.276  -0.7835
70 O -2.087 -5.891 -2.312  -0.2517
71 C -2.744 -4.745 -1.808  -0.8715
72 C -1.738 -3.709 -1.366  -0.1909
73 O -1.155 -3.973 -0.095  -0.2687
74 C -0.177 -5.010 -0.035  -0.6484
75 C 1.149 -4.610 -0.634  -0.2670
76 O 1.157 -4.694 -2.041  -0.3744
77 C 2.132 -3.809 -2.554  -0.1860
78 H -3.802 -6.912 -2.891  0.3170
79 H -2.320 -7.868 -2.673  0.2366
80 H -3.201 -7.281 -1.249  0.3343
81 H -3.385 -5.014 -0.960  0.3558
82 H -3.368 -4.315 -2.605  0.4354
83 H -2.271 -2.763 -1.240  0.3304
84 H -0.971 -3.559 -2.129  0.1952
85 H -0.543 -5.940 -0.471  0.2948
86 H -0.020 -5.181 1.032  0.4472
87 H 1.941 -5.265 -0.243  0.4589
88 H 1.365 -3.581 -0.332  0.0885
89 H 1.857 -2.792 -2.269  -0.1859
90 H 2.132 -3.888 -3.640  0.3663
91 H 3.134 -4.049 -2.182  0.3602
92 C 9.564 -2.100 -3.441  -0.7759
93 O 8.835 -1.388 -4.414  -0.2609
94 C 8.068 -2.240 -5.244  -0.5523
95 C 6.931 -1.480 -5.886  -0.4283
96 O 5.818 -1.269 -5.029  -0.4410
97 C 5.952 -0.279 -4.018  -0.1576
98 C 5.896 1.138 -4.538  -0.5714
99 O 7.144 1.526 -5.083  -0.2541
100 C 7.028 2.607 -5.978  -0.7853
101 H 10.275 -2.795 -3.902  0.3263
102 H 10.116 -1.374 -2.848  0.2359
103 H 8.894 -2.660 -2.777  0.3234
104 H 7.661 -3.075 -4.661  0.3392
105 H 8.718 -2.641 -6.035  0.4286
106 H 6.544 -2.096 -6.701  0.3910
107 H 7.284 -0.542 -6.317  0.1698
108 H 6.844 -0.444 -3.412  0.2119
109 H 5.087 -0.417 -3.365  0.1691
110 H 5.653 1.811 -3.703  0.3940
111 H 5.109 1.214 -5.300  0.3444
112 H 6.385 2.347 -6.828  0.3303
113 H 8.024 2.835 -6.349  0.2425
114 H 6.623 3.497 -5.480  0.3133

Properties
**Lowest unoccupied orbital energy**: -4.398 eV
**M**: 985.64 g mol⁻¹
**Net charge**: +1
**Kohn-Sham gap**: 6.024 eV
**Calculated total energy**: -238436.79670 eV
**Energy relative to the best compared isomer or geometry (same formula, charge and spin)**: 0.0 kcal per mole
**E_HOMO**: -10.4 eV



Density functional theory data (ωB97M-V/def2-TZVPD) for a molecular structure, C23H23AsPTl at a distorted geometry.

Last column: Mulliken charge in e.
Cartesian coordinates (Å):
1 C 1.510 2.773 -3.452  -0.6714
2 C 1.276 1.394 -3.711  -0.6687
3 C -0.084 1.121 -3.379  -0.5064
4 C -0.720 2.359 -3.015  -0.6002
5 C 0.265 3.381 -3.050  -0.5917
6 Tl 1.135 2.015 -0.868  0.6789
7 P 2.968 3.061 0.445  -0.0948
8 H 2.425 3.305 -3.657  0.5365
9 H 2.011 0.661 -4.069  0.3926
10 H -0.593 0.178 -3.521  0.5457
11 H 0.102 4.441 -2.859  0.4553
12 H -1.774 2.480 -2.768  0.4890
13 H 2.450 4.402 0.593  0.1217
14 H 4.186 2.850 -0.302  0.1280
15 H 2.867 2.277 1.649  0.1256
16 C -3.033 -4.266 0.294  -0.3800
17 C -3.639 -3.110 -0.249  -0.7040
18 C -2.823 -1.999 -0.475  -0.3429
19 C -1.471 -2.078 -0.142  0.0915
20 C -0.864 -3.224 0.388  -0.1677
21 C -1.671 -4.349 0.619  -0.7192
22 As -0.421 -0.461 -0.442  0.5784
23 C -1.345 0.632 0.956  0.3150
24 C -1.901 1.887 0.676  -0.0923
25 C -2.547 2.628 1.676  -0.7332
26 C -2.615 2.094 2.974  -0.3514
27 C -2.041 0.859 3.269  -0.7989
28 C -1.394 0.134 2.259  -0.5558
29 C 1.320 -1.101 0.263  -0.2755
30 C 1.837 -0.603 1.476  -0.2174
31 C 3.122 -0.976 1.889  -0.7832
32 C 3.915 -1.773 1.076  -0.4037
33 C 3.457 -2.171 -0.197  -0.7018
34 C 2.175 -1.780 -0.606  -0.1900
35 H -3.661 -5.127 0.463  0.3467
36 H -4.700 -3.050 -0.491  0.3778
37 H -3.204 -1.054 -0.876  0.3645
38 H 0.193 -3.194 0.622  0.3209
39 H -1.218 -5.248 1.044  0.3837
40 H -1.855 2.291 -0.334  0.2578
41 H -3.003 3.590 1.454  0.4324
42 H -3.130 2.652 3.749  0.3723
43 H -2.106 0.433 4.270  0.3773
44 H -0.964 -0.835 2.474  0.5166
45 H 1.258 0.083 2.068  0.7505
46 H 3.503 -0.649 2.861  0.3965
47 H 4.893 -2.109 1.406  0.3842
48 H 4.071 -2.796 -0.830  0.4321
49 H 1.835 -2.027 -1.616  0.3789

Properties
**Lowest unoccupied orbital energy**: -0.137 eV
**M**: 609.72 g mol⁻¹
**Net charge**: 0
**Kohn-Sham gap**: 6.480 eV
**Calculated total energy**: -99039.91284 eV
**Energy relative to the best compared isomer or geometry (same formula, charge and spin)**: 4.9 kcal per mole
**E_HOMO**: -6.6 eV